Entry 1:
{"formula": "C27H45BrN2O2P2Pt", "method": "ωB97M-V/def2-TZVPD", "species": ["N", "C", "C", "C", "C", "C", "C", "Pt", "P", "C", "C", "C", "C", "C", "C", "C", "Br", "H", "H", "H", "H", "H", "H", "H", "H", "H", "H", "P", "C", "C", "H", "H", "H", "H", "H", "C", "C", "H", "H", "H", "H", "H", "C", "C", "H", "H", "H", "H", "H", "C", "C", "H", "H", "H", "H", "H", "C", "C", "H", "H", "H", "H", "H", "C", "C", "H", "H", "H", "H", "H", "N", "C", "C", "O", "O", "H", "H", "H", "H", "H"], "xyz": [[1.861, -1.013, -6.789], [2.809, -1.388, -5.931], [2.608, -1.364, -4.544], [1.343, -0.975, -4.053], [0.353, -0.610, -4.965], [0.674, -0.642, -6.346], [1.030, -1.058, -2.596], [-0.261, 0.278, -1.801], [-1.248, -1.051, 2.715], [-0.282, -1.661, -2.214], [-0.334, -2.564, -1.030], [-1.590, -2.846, -0.488], [-1.666, -3.326, 0.810], [-0.514, -3.468, 1.589], [0.702, -3.610, 0.897], [0.802, -3.093, -0.402], [0.956, -1.533, 2.865], [1.909, -1.302, -1.963], [-1.036, -1.885, -2.987], [3.412, -1.642, -3.864], [-0.616, -0.274, -4.633], [3.772, -1.700, -6.348], [-0.076, -0.344, -7.075], [-2.486, -2.569, -1.055], [1.773, -3.033, -0.885], [-2.665, -3.533, 1.173], [1.588, -4.060, 1.350], [-0.451, 2.362, -1.112], [-1.585, -2.671, 3.556], [-2.998, -3.198, 3.634], [-1.113, -2.728, 4.554], [-0.723, -3.536, 2.772], [-2.963, -4.176, 4.154], [-3.667, -2.556, 4.248], [-3.479, -3.378, 2.666], [-2.266, -0.236, 1.462], [-3.759, -0.073, 1.829], [-2.136, -0.745, 0.496], [-1.810, 0.767, 1.334], [-4.255, 0.453, 0.999], [-4.284, -1.028, 1.971], [-3.925, 0.540, 2.725], [-1.328, 0.267, 3.981], [-1.065, -0.182, 5.416], [-2.330, 0.720, 3.897], [-0.582, 1.031, 3.692], [-1.385, 0.649, 6.060], [-1.661, -1.062, 5.716], [-0.001, -0.369, 5.593], [0.718, 2.497, 0.269], [0.791, 3.858, 0.946], [1.700, 2.176, -0.108], [0.436, 1.718, 0.994], [1.058, 4.664, 0.255], [-0.149, 4.110, 1.440], [1.566, 3.825, 1.716], [-2.142, 2.816, -0.592], [-3.095, 2.577, -1.753], [-2.115, 3.868, -0.276], [-2.422, 2.223, 0.283], [-3.129, 3.422, -2.454], [-2.818, 1.682, -2.330], [-4.113, 2.428, -1.378], [-0.012, 3.632, -2.369], [1.454, 3.712, -2.798], [-0.349, 4.587, -1.936], [-0.640, 3.426, -3.250], [1.690, 2.944, -3.544], [1.629, 4.690, -3.269], [2.160, 3.600, -1.967], [4.605, 0.973, 1.683], [4.392, -0.476, 1.443], [3.735, -0.503, 0.049], [3.429, -1.632, -0.380], [3.594, 0.637, -0.509], [4.316, 1.404, 0.747], [5.570, 1.161, 1.950], [3.996, 1.293, 2.436], [5.355, -0.991, 1.430], [3.738, -0.909, 2.204]], "atomic_forces_ev_per_a": [[0.1, -0.2, -0.5], [-0.2, 0.2, 0.9], [-0.2, 0.2, -0.2], [0.0, 0.3, 0.2], [0.9, 0.0, -1.1], [-0.3, 0.2, 1.4], [-0.5, -3.2, -0.8], [-0.5, 0.3, 0.2], [0.8, -0.6, 3.4], [2.6, -2.6, -1.0], [-0.4, 1.0, -0.6], [0.1, 0.2, -0.2], [-0.3, 0.3, -0.1], [-0.3, -2.5, -1.9], [0.0, 0.2, -0.7], [0.1, -0.2, 0.8], [0.1, 2.2, -0.1], [-0.6, 0.6, -0.1], [0.3, 0.3, 0.2], [-0.2, 0.0, -0.1], [-0.3, -0.1, 0.0], [-0.4, 0.1, 0.1], [0.2, -0.1, 0.0], [0.2, -0.3, 0.2], [-0.2, -0.1, 0.2], [0.3, 0.1, 0.2], [-0.3, 0.4, 0.1], [0.3, 2.0, 0.1], [-2.5, 1.7, 1.3], [-0.2, -0.7, 0.3], [0.3, 0.3, -0.8], [0.5, -0.7, -1.5], [-0.1, 0.5, -0.2], [0.4, -0.2, -0.3], [0.0, 0.2, 0.5], [0.3, 0.0, -1.6], [-0.2, -0.1, 0.2], [-0.2, 0.2, 0.3], [0.0, -0.6, 0.3], [0.3, -0.2, 0.2], [0.3, 0.2, -0.1], [0.1, -0.2, -0.3], [0.1, 0.0, 0.1], [-0.3, 0.3, 0.4], [0.4, -0.2, 0.0], [-0.4, -0.2, 0.0], [0.3, -0.3, 0.0], [0.3, 0.4, -0.2], [-0.3, -0.1, 0.0], [0.1, 0.3, 0.2], [0.2, 0.0, 0.3], [-0.2, 0.0, -0.1], [0.0, 0.1, -0.1], [-0.1, -0.1, 0.0], [0.0, 0.1, -0.1], [-0.1, 0.2, 0.0], [0.5, 0.4, 0.2], [-0.6, 0.1, -0.4], [-0.2, -0.2, 0.0], [0.0, 0.1, -0.1], [0.1, -0.2, 0.2], [-0.1, 0.2, 0.2], [0.1, 0.1, -0.2], [-0.4, 0.2, 0.3], [0.2, 0.0, -0.2], [0.1, -0.1, -0.2], [0.1, 0.1, 0.3], [0.0, 0.1, 0.2], [0.0, -0.3, 0.1], [-0.2, 0.1, -0.1], [0.3, 0.2, 1.3], [0.0, 0.1, -0.4], [-0.5, -0.8, -1.3], [0.1, 1.1, 0.4], [0.0, -0.7, 0.8], [-0.1, -0.3, -0.2], [-0.1, 0.3, -0.1], [0.2, 0.2, -0.2], [-0.2, 0.0, 0.0], [0.2, 0.1, -0.2]], "s_squared": 2.023, "total_charge": 2, "homo_ev": [-13.6, -13.6], "total_energy_ha": -4691.1096, "homo_lumo_gap_ha": [0.2555, 0.1933], "relative_energy_kcal_mol": 0.0, "spin_multiplicity": 3}

Entry 2:
{"formula": "C4H12OS", "method": "ωB97M-V/def2-TZVPD", "species": ["C", "C", "O", "H", "H", "H", "H", "H", "H", "C", "C", "S", "H", "H", "H", "H", "H", "H"], "xyz": [[1.553, -1.411, 2.785], [1.510, -0.248, 3.657], [2.235, 0.928, 3.095], [0.619, -1.595, 2.172], [2.522, -1.291, 2.130], [1.854, -2.368, 3.411], [1.980, -0.258, 4.625], [0.398, 0.084, 3.726], [2.482, 0.777, 2.191], [0.181, 0.465, -2.881], [-1.066, 0.872, -2.019], [-2.304, -0.327, -2.351], [1.120, 0.844, -2.412], [0.177, 0.816, -3.861], [0.209, -0.672, -2.965], [-0.498, 1.095, -0.962], [-1.552, 1.919, -2.011], [-3.394, 0.392, -2.435]], "atomic_forces_ev_per_a": [[2.6, -3.4, -0.9], [-1.7, 4.1, -0.3], [-0.7, -0.5, 0.9], [1.3, 0.2, 0.7], [-2.0, -0.4, 0.7], [-1.0, 1.6, -1.3], [-0.2, -0.9, 0.5], [1.8, -0.4, 0.4], [-0.1, -0.3, -0.6], [0.1, -0.7, 1.7], [2.4, 3.0, 2.2], [-0.1, -1.6, 0.5], [-0.6, -0.5, -0.2], [-0.3, 0.7, -1.8], [0.1, 1.5, 0.4], [-2.1, -1.7, -1.5], [1.0, -1.4, -1.3], [-0.6, 0.7, 0.1]], "total_charge": 0, "homo_ev": -9.0, "smiles": "CCO.CCS", "total_energy_ha": -632.9347, "homo_lumo_gap_ha": 0.3542, "relative_energy_kcal_mol": 58.0}

Entry 3:
{"formula": "C40H110N10O10", "method": "ωB97M-V/def2-TZVPD", "species": ["C", "O", "C", "C", "C", "N", "H", "H", "H", "H", "H", "H", "H", "H", "H", "H", "H", "C", "O", "C", "C", "C", "N", "H", "H", "H", "H", "H", "H", "H", "H", "H", "H", "H", "C", "O", "C", "C", "C", "N", "H", "H", "H", "H", "H", "H", "H", "H", "H", "H", "H", "C", "O", "C", "C", "C", "N", "H", "H", "H", "H", "H", "H", "H", "H", "H", "H", "H", "C", "O", "C", "C", "C", "N", "H", "H", "H", "H", "H", "H", "H", "H", "H", "H", "H", "C", "O", "C", "C", "C", "N", "H", "H", "H", "H", "H", "H", "H", "H", "H", "H", "H", "C", "O", "C", "C", "C", "N", "H", "H", "H", "H", "H", "H", "H", "H", "H", "H", "H", "C", "O", "C", "C", "C", "N", "H", "H", "H", "H", "H", "H", "H", "H", "H", "H", "H", "C", "O", "C", "C", "C", "N", "H", "H", "H", "H", "H", "H", "H", "H", "H", "H", "H", "C", "O", "C", "C", "C", "N", "H", "H", "H", "H", "H", "H", "H", "H", "H", "H", "H"], "xyz": [[12.548, 14.403, 14.527], [13.104, 14.124, 15.822], [13.886, 12.946, 15.915], [13.877, 12.280, 17.283], [14.483, 13.241, 18.272], [14.652, 11.004, 17.367], [13.369, 14.736, 13.859], [11.869, 15.241, 14.689], [12.016, 13.574, 14.034], [13.429, 12.197, 15.128], [14.960, 13.131, 15.545], [12.839, 12.049, 17.539], [15.476, 13.555, 17.909], [14.448, 12.700, 19.196], [13.894, 14.196, 18.411], [14.451, 10.378, 16.585], [15.587, 11.304, 17.112], [15.144, 21.438, 8.629], [15.223, 22.184, 9.787], [15.082, 23.612, 9.688], [15.023, 24.185, 11.087], [14.872, 25.718, 10.895], [16.221, 23.824, 11.888], [15.675, 20.509, 8.724], [15.472, 21.972, 7.715], [14.080, 21.265, 8.357], [15.963, 23.992, 9.022], [14.166, 23.851, 9.150], [14.055, 23.848, 11.554], [13.999, 25.980, 10.217], [15.786, 26.231, 10.434], [14.726, 26.245, 11.819], [16.112, 22.979, 12.413], [16.451, 24.563, 12.528], [17.984, 13.720, 8.596], [16.664, 13.714, 8.058], [15.916, 14.854, 8.548], [15.400, 15.688, 7.415], [14.622, 16.814, 7.952], [14.518, 14.936, 6.517], [18.486, 14.641, 8.335], [18.502, 12.871, 8.126], [18.020, 13.625, 9.736], [15.088, 14.524, 9.119], [16.609, 15.438, 9.188], [16.224, 16.146, 6.911], [14.178, 17.520, 7.273], [15.216, 17.498, 8.585], [13.870, 16.410, 8.602], [14.480, 15.256, 5.590], [14.618, 13.923, 6.392], [10.929, 18.385, 10.929], [11.088, 18.294, 12.346], [10.477, 19.357, 13.043], [10.988, 19.238, 14.453], [10.572, 20.462, 15.311], [12.486, 19.125, 14.598], [11.476, 19.204, 10.382], [9.874, 18.477, 10.575], [11.324, 17.432, 10.634], [10.731, 20.295, 12.560], [9.343, 19.335, 13.064], [10.459, 18.379, 14.861], [11.005, 20.294, 16.301], [9.498, 20.491, 15.403], [10.892, 21.370, 14.802], [12.692, 19.210, 15.539], [12.787, 18.225, 14.254], [15.905, 8.578, 14.293], [15.484, 9.113, 13.053], [16.440, 10.152, 12.642], [16.091, 11.519, 13.163], [14.723, 11.912, 12.645], [17.194, 12.356, 12.723], [16.292, 9.272, 15.005], [16.680, 7.822, 14.193], [14.917, 8.180, 14.684], [17.462, 9.938, 12.851], [16.460, 10.224, 11.582], [15.980, 11.544, 14.248], [14.604, 11.771, 11.603], [14.425, 12.961, 12.731], [14.110, 11.228, 13.183], [17.022, 13.383, 12.807], [17.466, 12.155, 11.754], [10.979, 16.668, 7.459], [10.984, 16.022, 8.671], [10.758, 14.656, 8.647], [11.057, 14.078, 10.026], [12.509, 13.868, 10.332], [10.416, 12.719, 10.125], [11.391, 17.692, 7.496], [9.980, 16.643, 7.018], [11.615, 16.169, 6.687], [9.715, 14.451, 8.440], [11.443, 14.132, 7.868], [10.658, 14.741, 10.797], [12.561, 13.239, 11.186], [13.032, 14.790, 10.630], [12.998, 13.314, 9.539], [10.545, 12.318, 11.032], [9.408, 12.738, 10.071], [18.079, 17.657, 11.138], [17.177, 17.868, 12.227], [16.765, 19.227, 12.413], [15.282, 19.258, 12.757], [14.423, 18.449, 11.821], [14.954, 20.727, 12.799], [18.974, 18.320, 11.189], [17.453, 17.739, 10.253], [18.396, 16.649, 11.280], [17.270, 19.798, 13.213], [16.895, 19.850, 11.522], [15.034, 18.893, 13.747], [13.400, 18.682, 11.939], [14.613, 17.354, 12.031], [14.638, 18.713, 10.783], [14.076, 20.751, 13.267], [14.916, 21.119, 11.924], [21.384, 20.526, 12.717], [21.249, 21.182, 11.438], [19.914, 21.602, 11.103], [19.859, 22.492, 9.815], [20.785, 23.624, 10.019], [18.493, 22.942, 9.594], [20.689, 19.641, 12.802], [20.906, 21.133, 13.534], [22.388, 20.185, 12.915], [19.340, 20.688, 10.935], [19.421, 22.108, 11.950], [20.209, 21.873, 8.990], [20.636, 24.531, 9.346], [21.802, 23.275, 9.973], [20.736, 24.020, 11.077], [18.080, 23.301, 10.451], [17.971, 22.175, 9.261], [15.742, 16.717, 17.658], [16.035, 15.699, 16.809], [17.206, 15.961, 16.008], [17.264, 14.986, 14.794], [18.620, 14.972, 14.097], [16.134, 15.143, 13.865], [16.541, 17.082, 18.229], [14.998, 16.309, 18.387], [15.198, 17.539, 17.185], [17.200, 16.910, 15.596], [18.092, 15.800, 16.631], [17.150, 13.937, 15.212], [18.704, 14.170, 13.387], [19.367, 14.769, 14.891], [18.923, 15.870, 13.619], [16.227, 15.950, 13.259], [15.245, 15.065, 14.342], [19.027, 15.514, 5.664], [20.055, 14.758, 6.221], [20.163, 13.433, 5.748], [21.271, 12.798, 6.459], [21.530, 11.324, 6.062], [21.015, 12.890, 7.919], [18.971, 16.368, 6.282], [18.148, 14.946, 5.855], [19.312, 15.640, 4.576], [19.248, 12.936, 5.993], [20.354, 13.403, 4.600], [22.103, 13.503, 6.182], [21.596, 11.176, 5.001], [20.708, 10.728, 6.518], [22.480, 10.901, 6.433], [21.008, 13.858, 8.186], [21.741, 12.393, 8.379]], "atomic_forces_ev_per_a": [[1.0, 0.4, 0.4], [-0.4, -0.3, 0.1], [-0.1, -1.7, -3.2], [-0.3, 0.2, -0.4], [-0.7, 1.1, 0.0], [0.1, 1.0, -0.9], [-0.5, -0.2, 0.0], [0.0, -0.1, -0.1], [0.2, -0.1, 0.5], [0.9, 1.0, 1.4], [-1.2, -0.1, 0.7], [0.0, 0.1, 0.1], [-0.2, -0.3, 0.5], [0.7, 0.0, 0.9], [0.4, -1.1, -0.4], [-0.6, 0.1, 0.1], [0.5, -0.1, 0.4], [-1.5, 0.9, -1.8], [0.4, 0.6, 1.2], [1.5, -0.9, -1.4], [-0.2, 0.8, 0.1], [0.6, 0.7, -1.4], [-0.5, 0.7, -1.0], [0.2, -0.4, 0.2], [0.6, 0.0, 0.5], [0.3, -0.4, 0.4], [-1.3, -0.3, 1.4], [-0.3, 0.0, 0.0], [0.9, 0.0, -0.3], [1.0, -0.5, 0.8], [-1.0, -1.1, 0.4], [-0.3, 0.1, 0.7], [-0.3, -0.5, 0.2], [0.0, 0.2, 0.2], [-0.3, -1.0, 0.6], [-0.2, 0.8, 0.8], [1.7, -0.4, -0.6], [-0.1, -0.4, -1.1], [-0.2, 1.7, 1.9], [-0.4, -1.5, 0.8], [0.3, 0.3, -0.1], [-0.1, 0.4, 0.5], [-0.2, 0.0, -1.3], [-0.9, -0.6, 0.8], [-0.7, 0.0, -0.2], [1.0, -0.1, -0.8], [-0.3, -0.2, -0.9], [0.2, -0.4, 0.0], [-0.8, 0.0, 0.3], [0.1, 1.1, -1.2], [0.6, 0.6, 0.8], [-0.2, -0.1, -0.3], [-0.9, 0.8, -1.0], [-0.1, -0.1, 0.1], [0.4, 1.1, 1.3], [0.2, -1.1, -0.7], [-2.0, 0.1, -2.9], [-0.1, -0.4, 1.0], [0.5, -0.2, 0.6], [0.1, -0.3, -0.8], [0.3, 0.5, 0.0], [1.0, -0.4, -0.2], [0.2, -0.4, 0.2], [-0.1, 0.6, 0.0], [-0.5, 0.1, 0.1], [0.3, 0.1, 0.4], [0.6, 0.0, 2.2], [0.1, -0.1, 0.0], [-2.4, -1.2, 0.0], [2.1, 1.5, -0.3], [-1.5, -0.8, 0.5], [0.0, 1.1, -0.8], [0.2, 0.5, 0.3], [0.6, 1.2, -0.1], [0.1, 1.1, 0.4], [-0.1, -0.4, -0.2], [1.5, -0.1, 0.1], [0.9, -0.7, 0.9], [-0.6, -0.2, -1.2], [0.6, -0.1, 0.2], [0.1, -0.7, -1.3], [0.3, -0.1, 0.9], [-1.4, -0.2, 0.1], [-0.3, -1.3, -0.1], [-0.3, 0.1, 0.5], [0.4, -0.1, -2.2], [0.8, 0.7, 1.2], [1.2, -1.4, -0.6], [-0.8, -1.0, 0.4], [0.4, 0.6, 0.0], [0.0, 0.6, -0.6], [-0.5, -0.4, 0.6], [-0.3, 0.4, 0.0], [-0.1, -0.1, 0.6], [-0.4, -0.1, -0.5], [-1.1, 0.8, 1.0], [-0.2, 0.3, -0.1], [0.1, -0.6, 1.0], [-0.1, -0.2, -0.5], [0.3, 0.2, -0.3], [0.7, -0.1, 0.6], [-0.3, 0.4, -0.5], [-0.6, 0.7, 1.0], [0.5, 0.9, 0.5], [-0.6, -0.3, 0.5], [-0.1, 1.6, -0.3], [1.2, -1.1, -0.4], [0.9, -2.4, 2.6], [-0.7, -0.2, -0.3], [0.6, 0.2, -0.6], [0.4, -0.9, -0.2], [0.4, -0.7, -0.1], [0.1, -0.3, -0.4], [0.6, 0.0, 0.4], [-1.2, 0.1, 0.5], [-0.3, 1.1, -0.6], [0.3, -0.3, -0.2], [-0.9, 0.5, 0.2], [-0.4, 1.0, -2.7], [-3.1, 0.0, -0.1], [0.3, 0.0, 0.7], [0.3, -0.8, 0.0], [-0.3, -0.8, 1.4], [0.7, 2.6, 0.8], [1.0, 0.6, 0.0], [0.7, 0.2, -0.6], [1.1, 0.1, -0.5], [0.3, 0.4, -0.2], [-0.3, -0.1, -0.1], [0.3, 0.2, -0.1], [-0.2, 0.0, -0.2], [0.1, -1.4, 0.6], [0.5, 0.0, -0.3], [-0.3, -0.3, -0.9], [-0.2, -0.1, -0.1], [-1.1, -0.8, -0.2], [-3.1, 0.1, 1.2], [1.4, -1.0, -2.0], [-0.1, -2.9, 0.1], [-0.9, -1.1, 0.8], [0.3, -0.5, 1.5], [0.9, -0.4, -0.1], [1.6, 0.6, 0.7], [0.5, 0.2, -0.4], [0.3, 0.3, -0.3], [-0.1, 2.4, -0.5], [0.1, 0.2, 0.0], [0.1, 1.0, -0.2], [-0.1, -0.3, -0.2], [-0.2, 0.1, -0.5], [0.0, 1.2, -0.4], [-0.2, 0.2, 0.3], [0.1, 0.4, 0.0], [1.2, -1.3, -1.1], [1.6, -0.4, 0.6], [-0.9, 0.7, -2.1], [2.2, 0.2, 0.8], [-0.3, 0.3, 1.1], [-0.5, -0.5, -1.3], [0.0, 1.5, 0.0], [-1.4, -0.3, -0.6], [-1.0, 0.5, 1.0], [-1.0, -0.6, -0.2], [-0.4, 0.1, 1.6], [0.1, -1.0, 0.2], [-0.4, 0.1, -0.6], [0.5, 0.2, -0.5], [-0.3, 0.5, 0.3], [0.1, 0.2, 0.2], [0.7, -0.2, 0.7]], "total_charge": 0, "homo_ev": -8.7, "smiles": "COC[C@H](C)N.COC[C@H](C)N.COC[C@H](C)N.COC[C@H](C)N.COC[C@H](C)N.COC[C@H](C)N.COC[C@H](C)N.COC[C@H](C)N.COC[C@H](C)N.COC[C@H](C)N", "total_energy_ha": -2889.6705, "homo_lumo_gap_ha": 0.3362, "relative_energy_kcal_mol": 88.3}